# 1
{
  "formula": "N2O4",
  "method": "wB97M-V/def2-TZVPD",
  "charge": 2,
  "lumo_energy_ev": [-14.4, -20.5],
  "de_lowest_kcal_mol": 78.7,
  "homo_ev": [-18.895, -25.787],
  "spin_multiplicity": 3,
  "gap_ev": [4.49, 5.26],
  "s2": 2.0108,
  "mol_weight_g_mol": 92.0,
  "elements": ["N", "N", "O", "O", "O", "O"],
  "coordinates": [[1.653, 0.019, -0.018], [-1.708, -0.040, 0.008], [1.700, 1.099, -0.023], [-2.785, 0.013, -0.066], [1.742, -1.082, -0.024], [-0.588, -0.007, 0.113]],
  "forces_ev_per_angstrom": [[-1.60, -2.33, -0.62], [2.16, -1.26, -0.52], [0.77, 8.94, 0.29], [-8.33, 0.48, -0.43], [1.62, -7.19, 0.15], [5.38, 1.36, 1.13]],
  "lowdin_spin": [0.200, 0.258, 0.346, 0.399, 0.447, 0.350]
}



# 2
{
  "formula": "C29H46BrN3P2STi",
  "method": "wB97M-V/def2-TZVPD",
  "charge": 2,
  "lumo_energy_ev": [-7.1, -7.9],
  "de_lowest_kcal_mol": 221.8,
  "homo_ev": [-13.302, -13.326],
  "spin_multiplicity": 3,
  "gap_ev": [6.22, 5.43],
  "s2": 2.1496,
  "mol_weight_g_mol": 658.5,
  "elements": ["C", "C", "C", "C", "N", "C", "C", "C", "C", "C", "C", "C", "C", "C", "Ti", "P", "H", "H", "H", "H", "H", "H", "H", "H", "C", "C", "H", "H", "H", "H", "H", "C", "C", "H", "H", "H", "H", "H", "C", "C", "H", "H", "H", "H", "H", "Br", "P", "C", "C", "H", "H", "H", "H", "H", "C", "C", "H", "H", "H", "H", "H", "C", "C", "H", "H", "H", "H", "H", "S", "C", "N", "C", "C", "C", "N", "H", "H", "H", "H", "H", "H", "H", "H"],
  "coordinates": [[0.534, 5.326, -2.306], [0.167, 4.098, -2.826], [-0.203, 3.995, -4.182], [-0.446, 5.191, -4.893], [-0.292, 6.364, -4.275], [0.201, 6.500, -3.033], [0.026, 2.880, -1.939], [-1.352, 2.585, -1.695], [-2.704, 2.618, -2.007], [-1.954, 1.649, -0.710], [-2.554, 1.994, 0.578], [-3.982, 1.725, 0.498], [-4.676, 2.046, -0.694], [-4.058, 2.544, -1.890], [0.053, 1.215, -0.998], [2.326, -0.714, 0.380], [-0.579, 3.033, -4.545], [0.731, 5.417, -1.230], [-0.819, 5.140, -5.940], [0.275, 7.499, -2.571], [-4.722, 2.873, -2.740], [-2.171, 0.604, -1.050], [-5.745, 2.036, -0.610], [-1.960, 1.660, 1.436], [2.256, -2.316, 1.442], [2.971, -3.586, 1.042], [1.174, -2.477, 1.492], [2.562, -2.018, 2.455], [2.823, -4.327, 1.834], [2.577, -4.026, 0.122], [4.054, -3.474, 0.930], [3.128, -1.409, -1.158], [3.124, -0.330, -2.242], [2.609, -2.326, -1.485], [4.152, -1.692, -0.863], [3.583, -0.754, -3.141], [2.102, 0.007, -2.511], [3.731, 0.534, -1.942], [3.876, 0.034, 1.155], [5.146, -0.802, 1.325], [3.555, 0.432, 2.131], [4.085, 0.921, 0.541], [5.900, -0.203, 1.852], [4.982, -1.703, 1.924], [5.617, -1.095, 0.380], [-4.549, 0.545, 1.730], [-1.025, -1.216, -0.977], [0.079, -2.687, -1.367], [-0.470, -4.060, -1.721], [0.722, -2.772, -0.485], [0.708, -2.276, -2.168], [0.354, -4.795, -1.743], [-1.194, -4.452, -0.992], [-0.930, -4.115, -2.713], [-2.113, -1.971, 0.410], [-3.319, -2.883, 0.100], [-2.450, -1.152, 1.074], [-1.400, -2.575, 1.006], [-3.766, -3.271, 1.027], [-4.142, -2.405, -0.429], [-3.019, -3.770, -0.451], [-2.329, -1.215, -2.308], [-2.604, -2.386, -3.282], [-2.113, -0.304, -2.888], [-3.284, -1.033, -1.805], [-3.261, -2.046, -4.096], [-1.680, -2.774, -3.703], [-3.136, -3.252, -2.851], [0.983, 1.664, 1.643], [0.537, 0.890, 3.165], [-0.672, 1.096, 3.751], [-0.966, 0.888, 5.187], [0.308, 0.729, 5.988], [1.304, -0.185, 5.315], [1.395, 0.116, 3.867], [-1.318, 1.674, 3.214], [-1.610, -0.003, 5.262], [-1.554, 1.750, 5.544], [0.063, 0.316, 6.961], [0.761, 1.708, 6.145], [1.030, -1.246, 5.431], [2.308, -0.059, 5.750], [2.251, -0.139, 3.371]],
  "forces_ev_per_angstrom": [[-1.03, 1.11, 1.05], [0.43, -0.92, -0.99], [-1.05, 0.42, 0.41], [0.49, -0.81, 1.07], [0.18, 1.16, -0.35], [-0.06, -2.05, -0.69], [-2.24, 2.32, -0.65], [0.80, 0.87, -2.26], [0.89, -0.98, 1.94], [-1.49, 0.48, -0.61], [-1.67, -1.79, -0.22], [3.16, 1.52, -1.87], [0.46, 0.00, 0.70], [-0.55, 0.62, -0.65], [2.85, -2.40, 3.08], [1.87, -1.93, -0.76], [0.46, 0.30, -0.21], [0.34, -0.05, -0.52], [0.33, 0.39, 0.94], [-0.01, -0.58, -0.52], [0.85, -0.16, 1.11], [-0.37, 1.32, 0.18], [-0.45, -0.30, -0.42], [-0.58, 0.53, -0.10], [-0.97, 1.31, 0.07], [0.29, -0.39, -0.16], [0.08, -0.36, 0.36], [-0.06, -0.06, -0.20], [-0.03, 0.04, -0.09], [0.06, 0.10, 0.04], [-0.22, 0.11, -0.07], [-0.08, 0.05, 0.47], [0.54, -0.44, -0.08], [0.37, 0.52, 0.14], [-0.39, 0.05, -0.49], [-0.18, 0.33, -0.09], [0.18, -0.07, 0.06], [-0.28, -0.09, -0.12], [-0.58, 0.53, -0.18], [0.11, -0.06, 0.07], [0.21, 0.02, -0.33], [0.04, -0.01, 0.21], [-0.23, -0.08, -0.08], [-0.01, 0.13, -0.11], [-0.22, 0.04, 0.14], [-1.58, -0.66, 1.68], [-1.17, -3.77, -0.21], [-0.02, 0.96, -0.07], [-0.11, -0.82, -0.10], [-0.10, 0.06, -0.18], [0.00, -0.38, 0.03], [-0.18, 0.38, 0.09], [0.28, 0.27, -0.19], [0.18, 0.04, 0.46], [0.60, 0.43, 0.87], [0.13, -0.12, -0.07], [0.25, -0.31, -0.30], [-0.19, 0.39, -0.16], [0.33, 0.34, -0.02], [0.12, 0.17, -0.13], [-0.05, 0.08, -0.17], [-0.37, 0.36, -0.56], [-0.03, -0.22, -0.08], [-0.21, -0.22, -0.25], [0.14, 0.31, 0.10], [0.37, 0.11, 0.23], [-0.16, 0.24, -0.31], [0.35, 0.53, 0.24], [-0.75, 0.24, 0.73], [-0.84, -0.42, 0.96], [0.64, 0.66, -0.85], [-0.65, -0.38, -0.41], [0.09, 0.28, 0.02], [0.19, -0.59, -0.40], [0.28, 0.76, -1.06], [0.51, -0.11, 0.53], [0.23, 0.21, 0.12], [0.30, -0.35, -0.19], [-0.01, 0.05, 0.15], [0.02, 0.03, -0.01], [-0.01, 0.32, -0.03], [-0.37, -0.01, -0.21], [-0.44, 0.35, 0.48]],
  "lowdin_spin": [0.005, 0.011, 0.004, 0.000, 0.001, 0.000, 0.139, 0.021, 0.191, 0.066, 0.415, -0.071, 0.229, -0.036, 0.995, -0.006, 0.000, 0.000, 0.000, 0.000, -0.002, 0.015, 0.011, 0.022, -0.001, 0.000, 0.000, 0.000, 0.000, 0.000, 0.000, 0.000, 0.003, 0.000, 0.000, 0.000, 0.002, 0.000, -0.001, 0.000, 0.000, 0.000, 0.000, 0.000, 0.000, -0.026, 0.004, 0.001, 0.000, 0.000, 0.000, 0.000, 0.000, 0.000, 0.002, 0.000, 0.000, 0.000, 0.000, 0.000, 0.000, 0.003, 0.001, 0.001, 0.001, 0.000, 0.000, 0.000, 0.003, 0.001, -0.001, 0.000, 0.000, 0.000, -0.001, -0.001, 0.000, 0.000, 0.000, 0.000, 0.000, 0.000, 0.000]
}